The following is a DFT calculation (ωB97M-V with the def2-TZVPD basis set) of a 15-piece molecular cluster, C60H165N15O15 overall in a non-equilibrium geometry.

Results
Gap between HOMO and LUMO   9.18 eV
Energy above the lowest of the compared OMol25 structures with the same formula, charge and spin   4.8032 eV
Maximum force   4.25 eV/Å
Net charge   0

Positions of all 255 atoms, in Å:
O1 -1.30 -2.93 6.82
O2 6.39 3.05 0.65
O3 -4.22 2.31 0.02
O4 -2.01 4.35 -5.45
O5 -0.47 -4.33 1.94
O6 -2.13 -6.44 -3.00
O7 0.38 6.59 2.49
O8 3.04 -5.04 -1.31
O9 5.68 -1.34 0.11
O10 -1.33 -1.42 -4.71
O11 -4.18 -2.62 0.27
O12 -0.79 -0.21 0.75
O13 2.62 2.65 6.78
O14 0.29 5.55 -1.58
O15 2.54 0.50 -6.91
N1 -2.59 0.56 7.47
N2 4.17 -2.00 3.46
N3 1.05 3.01 -3.81
N4 -1.00 0.74 -2.77
N5 4.33 1.75 -4.89
N6 4.93 0.11 5.69
N7 -7.01 2.35 2.49
N8 -1.91 4.16 1.03
N9 3.08 5.44 3.61
N10 -5.05 -4.51 -4.26
N11 1.00 -2.92 4.93
N12 5.06 1.52 -1.21
N13 1.57 -7.18 -0.19
N14 -3.87 -0.04 -4.03
N15 -6.41 -1.36 -2.35
C1 -2.23 -0.32 5.15
C2 0.66 -5.33 4.33
C3 -2.46 -3.75 7.15
C4 4.98 3.14 0.72
C5 -3.73 -1.30 -4.71
C6 4.12 -1.85 2.00
C7 0.22 -1.39 -1.92
C8 -5.59 2.73 2.04
C9 -1.46 -3.99 0.98
C10 -6.88 -3.22 -0.87
C11 -1.07 0.67 1.81
C12 -0.18 -1.92 -5.27
C13 0.94 4.17 -6.05
C14 -0.08 5.24 -0.19
C15 2.23 0.34 -8.29
C16 -1.41 4.54 -0.33
C17 -0.48 7.35 3.33
C18 0.26 3.89 -4.70
C19 1.26 2.63 7.00
C20 4.58 1.38 6.34
C21 5.22 2.64 5.84
C22 -2.52 -1.55 -5.52
C23 -4.58 -2.25 -1.04
C24 -0.39 -3.50 3.09
C25 3.26 -6.11 1.53
C26 -4.16 1.81 -1.28
C27 0.80 -3.95 3.88
C28 2.17 -4.70 -0.25
C29 3.09 1.43 6.35
C30 2.06 4.73 2.82
C31 4.34 0.36 -5.30
C32 3.72 -3.87 -1.78
C33 -2.43 5.18 -1.24
C34 -4.51 2.31 3.13
C35 5.57 -1.66 1.49
C36 -3.13 3.78 -6.02
C37 -1.40 -1.59 7.23
C38 2.97 2.62 -0.68
C39 3.92 0.10 -6.76
C40 -0.86 -0.29 -1.74
C41 3.27 -0.66 1.53
C42 2.01 -5.94 0.62
C43 -1.12 3.38 -4.84
C44 -2.89 -5.38 -3.58
C45 3.41 -0.40 -4.38
C46 -6.08 -1.90 -1.06
C47 -5.47 2.06 0.66
C48 -2.52 -0.65 6.60
C49 -4.37 -5.70 -3.73
C50 1.44 6.35 -1.57
C51 7.02 -1.56 -0.36
C52 6.96 3.34 1.91
C53 -4.64 -6.91 -4.61
C54 -0.73 0.54 -0.46
C55 4.44 2.77 -0.67
C56 -0.78 -6.04 -2.90
C57 1.95 3.30 3.31
C58 -4.02 -1.54 1.16
C59 -4.98 -1.38 -5.58
C60 0.65 5.27 3.00
H1 3.82 -2.84 1.55
H2 -3.85 0.63 -4.78
H3 1.50 6.69 -2.61
H4 -1.42 -3.62 3.63
H5 5.30 2.65 4.74
H6 -1.15 -4.44 0.06
H7 4.01 5.14 3.40
H8 -7.00 2.45 3.47
H9 4.86 2.36 -5.47
H10 4.67 0.79 -0.66
H11 1.17 -4.43 -0.70
H12 3.55 -1.48 -4.64
H13 -3.91 -1.40 -1.39
H14 -5.06 -0.43 -6.17
H15 -5.81 -1.46 -4.91
H16 0.28 -3.14 5.67
H17 2.27 3.51 -0.63
H18 -3.83 -2.09 -4.02
H19 -1.61 -1.49 8.30
H20 -3.46 -1.18 6.67
H21 -4.48 3.13 3.81
H22 4.65 1.84 -3.93
H23 -0.84 0.27 -3.69
H24 -2.95 3.44 -6.99
H25 6.88 4.43 2.21
H26 -0.07 -1.98 -2.80
H27 -5.72 -7.13 -4.45
H28 -0.06 4.62 2.46
H29 4.88 1.41 7.42
H30 6.21 2.81 6.26
H31 1.78 3.45 -3.25
H32 1.86 4.73 -5.86
H33 -3.91 4.52 -6.12
H34 -1.91 -0.78 -1.71
H35 -0.27 -5.92 -3.87
H36 -7.94 -3.05 -0.58
H37 2.93 2.79 3.25
H38 3.39 -5.29 2.18
H39 -4.85 1.38 3.56
H40 -5.50 3.83 1.78
H41 -4.26 0.69 -1.16
H42 6.07 1.50 -1.00
H43 -3.22 -0.94 0.86
H44 -1.56 3.22 -3.86
H45 0.22 4.85 -4.27
H46 1.61 2.36 -4.38
H47 -2.61 3.46 0.99
H48 -3.36 4.61 -1.25
H49 -0.66 8.36 2.95
H50 -6.06 -4.68 -4.34
H51 -1.50 1.30 -0.47
H52 4.75 3.53 -1.36
H53 4.70 3.47 6.30
H54 1.20 -0.99 -2.00
H55 -6.82 -3.74 -1.82
H56 -3.06 0.19 -3.42
H57 -0.17 -6.77 -2.31
H58 -6.24 2.46 0.02
H59 1.17 -5.74 1.24
H60 -1.30 3.58 -0.79
H61 2.75 0.69 7.08
H62 -5.02 -2.29 -6.20
H63 -5.95 -0.46 -2.60
H64 -2.56 -2.55 -5.99
H65 -4.93 -3.64 -3.75
H66 4.56 0.71 -7.43
H67 -4.89 -0.92 1.32
H68 0.65 2.22 6.17
H69 3.13 -7.02 2.22
H70 5.32 -0.13 -5.22
H71 -0.32 1.52 -2.76
H72 6.13 -2.57 1.69
H73 -1.46 6.80 3.40
H74 6.39 2.81 2.69
H75 4.63 2.52 1.45
H76 -3.56 2.13 2.69
H77 2.32 4.88 1.74
H78 4.32 -3.45 -1.01
H79 7.80 -0.94 0.03
H80 0.67 4.59 0.15
H81 -2.28 4.93 1.55
H82 2.34 5.90 -1.07
H83 -2.19 -4.73 6.82
H84 -2.44 -5.14 -4.60
H85 2.97 -3.18 -2.21
H86 2.08 -7.40 -1.07
H87 1.03 2.05 7.93
H88 -3.55 2.97 -5.41
H89 -2.37 -0.72 -6.34
H90 0.59 -1.64 -4.51
H91 -2.06 1.14 1.69
H92 4.06 -6.39 0.88
H93 2.38 -0.11 -4.43
H94 1.88 -3.03 5.40
H95 -1.53 -2.93 0.72
H96 7.97 2.88 1.91
H97 0.50 -6.02 3.51
H98 2.44 1.91 -0.02
H99 1.24 0.73 -8.52
H100 -2.59 6.19 -0.85
H101 -4.04 -7.81 -4.45
H102 -5.00 2.09 -1.97
H103 0.28 4.78 -6.68
H104 1.51 3.23 4.35
H105 4.06 -0.96 -6.89
H106 4.75 4.20 1.07
H107 -0.43 -1.13 7.00
H108 -1.09 2.47 -5.44
H109 1.56 -5.77 4.75
H110 -7.43 -1.25 -2.39
H111 1.31 2.72 2.67
H112 -7.72 2.85 2.01
H113 -0.87 -5.13 -2.33
H114 2.62 1.17 5.39
H115 2.82 1.03 -8.86
H116 3.25 -2.28 3.77
H117 -1.29 0.24 5.15
H118 4.64 -0.58 6.35
H119 2.24 -0.68 1.89
H120 -2.03 5.32 -2.22
H121 -0.10 6.25 0.32
H122 5.95 0.21 5.71
H123 2.73 2.25 -1.68
H124 -6.33 -1.22 -0.22
H125 -3.39 -3.43 6.59
H126 -3.30 1.17 7.06
H127 1.29 7.29 -1.05
H128 0.20 -2.10 -1.04
H129 4.36 -4.22 -2.61
H130 -0.13 -5.33 5.11
H131 1.01 3.68 7.22
H132 3.02 6.40 3.29
H133 1.77 -7.97 0.40
H134 -3.16 2.08 -1.64
H135 -4.51 -6.67 -5.65
H136 4.30 -1.04 3.79
H137 7.00 -1.46 -1.47
H138 -2.41 -4.36 1.23
H139 -0.20 -3.00 -5.30
H140 3.68 -0.30 -3.31
H141 -2.62 -3.71 8.23
H142 1.19 3.20 -6.48
H143 0.49 5.39 4.11
H144 -3.06 0.13 4.61
H145 -5.61 1.00 0.81
H146 -1.93 -1.13 4.56
H147 -3.78 -1.94 2.10
H148 0.20 1.06 -0.57
H149 -4.43 -3.14 -1.70
H150 0.08 -1.47 -6.27
H151 6.12 -0.85 2.00
H152 -1.07 0.15 2.74
H153 -2.80 -4.46 -3.01
H154 -6.25 -3.79 -0.15
H155 -0.12 7.40 4.37
H156 -0.36 -2.44 2.79
H157 3.70 0.27 1.92
H158 1.63 -3.85 3.13
H159 -0.29 1.45 1.89
H160 7.32 -2.62 -0.23
H161 -2.94 0.31 8.37
H162 -4.75 -6.04 -2.74
H163 2.38 -0.69 -8.62
H164 2.66 -3.86 0.28
H165 3.30 -0.53 0.45